This record from the Open Molecules 2025 dataset describes a molecular structure, C32H35N10O3PdS. The level of theory is ωB97M-V/def2-TZVPD.

Structure (XYZ):
```
82
Properties=species:S:1:pos:R:3:forces:R:3:mulliken_spin:R:1
Pd 1.08916 -1.17168 1.53487 -0.1 0.3 0.3 0.4748
N 2.73261 -1.66157 5.24023 0.0 0.0 0.1 0.0001
C 1.47017 -1.67114 5.78604 0.0 0.0 0.0 0.0023
C 0.60663 -1.51359 4.74850 0.0 0.0 -0.1 -0.0027
N 1.33016 -1.41268 3.58591 0.0 0.0 0.0 0.0253
C 2.60934 -1.50510 3.91527 0.1 -0.1 0.1 -0.0050
C 3.57730 -1.38379 2.84752 0.0 0.1 0.0 -0.0032
N 3.09119 -1.08236 1.65786 0.0 -0.1 0.0 -0.0053
C 4.13060 -1.04883 0.76657 -0.1 0.0 0.0 0.0018
C 5.27318 -1.32283 1.45203 0.0 0.0 0.0 0.0021
N 4.90520 -1.53147 2.76467 0.1 0.0 -0.1 0.0001
H 3.58856 -1.76035 5.76378 0.0 0.0 0.0 0.0004
H 1.29545 -1.78980 6.84119 0.0 0.0 0.0 0.0000
H -0.46633 -1.46304 4.77897 0.0 0.0 0.0 0.0002
H 3.98494 -0.83410 -0.27709 0.0 0.0 0.0 0.0006
H 6.29570 -1.38981 1.12427 0.0 0.0 0.0 0.0001
H 5.54005 -1.78282 3.50619 0.0 0.0 0.0 0.0002
C -3.71787 5.78598 -5.67968 0.0 0.1 0.1 0.0052
O -3.67004 4.50279 -6.32329 -0.1 0.0 0.0 0.1257
C -3.84113 3.40217 -5.62644 0.0 0.0 0.1 0.2230
C -3.80511 2.19411 -6.37066 -0.1 0.0 -0.1 -0.0149
C -3.89845 0.99681 -5.74364 0.1 -0.1 0.0 0.0791
C -4.05083 0.94354 -4.32605 0.0 0.1 0.3 0.1527
C -4.17912 2.15712 -3.59228 -0.1 0.0 0.0 0.1602
C -4.04386 3.36014 -4.22665 0.0 0.0 0.0 0.0201
N -4.08959 -0.25701 -3.74211 0.2 -0.6 -0.3 0.8640
N -3.83710 -0.65416 -2.52648 -0.1 0.6 0.1 0.5344
C -2.63438 -0.98230 -2.08001 0.0 -0.2 -0.2 0.0927
C -1.49514 -1.19025 -2.91195 -0.1 -0.1 0.1 0.1744
C -0.23249 -1.24200 -2.37691 0.0 0.0 0.0 -0.0317
C -0.02973 -1.15317 -0.98518 0.1 0.0 0.0 0.2198
O 1.15184 -1.08474 -0.44322 -0.1 0.0 0.0 0.1990
C -1.17726 -1.15911 -0.12872 0.1 -0.1 -0.1 0.0932
N -0.93293 -1.22478 1.20587 0.0 0.1 0.0 0.0392
C -1.95785 -1.23041 2.04604 0.1 0.0 0.1 -0.0430
C -3.27884 -1.22980 1.61065 -0.1 0.0 0.0 0.0535
C -3.54368 -1.17989 0.25774 0.0 0.1 0.0 -0.0030
C -2.47447 -1.10932 -0.64005 -0.1 0.1 -0.1 0.0497
H -3.55814 6.51380 -6.46598 0.0 0.0 0.0 -0.0002
H -2.92696 5.86744 -4.93460 0.0 0.0 0.0 0.0018
H -4.69123 5.95066 -5.21954 0.0 0.0 0.0 -0.0005
H -3.71500 2.25813 -7.44694 0.1 0.0 0.0 -0.0031
H -3.87236 0.07214 -6.30413 0.0 0.0 0.0 -0.0040
H -4.33442 2.10550 -2.52300 0.0 0.0 0.0 0.0055
H -4.08225 4.27552 -3.65415 0.0 0.0 0.0 -0.0002
H -1.64397 -1.25434 -3.98109 0.0 0.1 0.0 0.0029
H 0.63651 -1.32369 -3.01723 0.0 0.0 0.0 -0.0013
H -1.72408 -1.24155 3.10044 0.0 0.0 0.0 -0.0014
H -4.07851 -1.26119 2.33677 0.0 0.0 0.0 0.0013
H -4.56014 -1.19560 -0.11461 0.0 0.0 0.0 0.0036
C 1.35531 6.29074 3.02446 0.0 0.0 0.1 0.0004
C 1.39172 5.13579 2.08408 0.0 0.1 0.1 -0.0004
C 1.67847 5.21835 0.74963 0.0 0.1 0.0 0.0005
C 1.64123 4.05034 -0.02199 0.0 -0.1 0.0 -0.0047
N 1.34650 2.85830 0.51048 0.0 0.0 -0.1 -0.0099
C 1.09822 2.78376 1.80561 0.0 -0.2 -0.2 -0.0371
S 0.74065 1.30489 2.61706 0.0 -0.1 -0.1 0.4756
N 1.11633 3.90391 2.57971 0.0 0.0 0.0 0.0137
C 1.94087 4.07891 -1.48111 0.0 0.0 0.0 0.0006
H 1.48718 7.22489 2.48639 0.0 0.0 0.0 0.0001
H 2.15316 6.20736 3.76574 0.0 0.0 0.0 0.0000
H 0.40551 6.32472 3.56097 0.0 0.0 0.0 0.0000
H 1.91642 6.17593 0.31021 0.0 0.0 0.0 0.0001
H 0.90812 3.80384 3.56571 0.0 0.0 0.0 0.0036
H 1.71083 5.04621 -1.92261 0.0 0.0 0.0 0.0000
H 1.39970 3.28365 -1.98794 0.0 0.0 0.0 -0.0002
H 3.00969 3.89740 -1.62487 0.0 0.0 0.0 -0.0001
C 3.00616 -5.53767 0.35865 0.0 0.0 0.1 -0.0017
N 1.60501 -5.62325 0.76556 0.0 0.0 -0.1 0.0110
C 0.93862 -6.91766 0.59441 0.0 0.0 0.1 0.0002
C 1.01941 -4.59263 1.37090 0.1 0.0 0.0 -0.0025
C -0.40677 -4.75561 1.82382 0.0 0.0 0.0 -0.0024
O 1.64831 -3.53162 1.59675 -0.1 0.1 -0.1 0.0593
H 3.12699 -6.01383 -0.61164 0.0 0.0 0.0 0.0001
H 3.64755 -6.04324 1.08228 0.0 0.0 0.0 0.0001
H 3.29787 -4.49529 0.29604 0.0 0.0 0.0 0.0012
H 1.57757 -7.55862 -0.00455 0.0 0.0 0.0 0.0003
H -0.01223 -6.80976 0.07697 0.0 0.0 0.0 0.0004
H 0.76424 -7.40947 1.55170 0.0 0.0 0.0 0.0004
H -0.43242 -5.37037 2.72607 0.0 0.0 0.0 -0.0004
H -1.03460 -5.23998 1.07883 0.0 0.0 0.0 -0.0009
H -0.81095 -3.77757 2.06299 0.0 0.0 0.0 0.0036
```
Positions in Å, forces in eV/Å.

Spin multiplicity: 5
ΔE to the lowest compared entry with this formula, charge and spin (kcal/mol): 23.3
LUMO (alpha / beta) (eV): -7.90 / -9.93
Charge: +3